Entry 1:
DFT (ωB97M-V with the def2-TZVPD basis set) results for a molecular structure, C21H27N4OP2S3W in a non-equilibrium geometry.

Geometry as ORCA input:
```
! wB97M-V def2-TZVPD RIJCOSX def2/J DEFGRID3
* xyz 3 1
W 0.3283 1.1512 0.0273
N 1.6794 4.2476 -2.7205
C 1.4516 3.0775 -2.1274
S 1.8022 2.9924 -0.3764
N 1.0254 2.0487 -2.7921
N 0.9733 0.9189 -1.9944
C 1.2973 -0.1796 -2.6103
C 1.4872 -1.4601 -2.0039
C 1.8736 -2.5546 -2.7893
C 2.1659 -3.7627 -2.1953
C 2.0922 -3.8936 -0.8040
C 1.7173 -2.8256 -0.0042
C 1.4187 -1.6334 -0.6243
O 1.0350 -0.5477 0.1090
H 1.9759 5.0607 -2.2087
H 1.6026 4.3175 -3.7252
H 1.5078 -0.0654 -3.6699
H 1.9473 -2.4361 -3.8642
H 2.4649 -4.6067 -2.8027
H 2.3340 -4.8413 -0.3395
H 1.6595 -2.9199 1.0733
C -2.8954 1.2908 2.0862
P -1.2620 0.5426 1.9944
C -1.5476 -1.2396 2.0117
C -0.4531 0.8948 3.5816
C 1.0169 0.5179 3.4887
P 1.7935 1.4356 2.1334
C 2.0615 3.1053 2.7637
C 3.4181 0.7185 1.8434
H -3.3179 1.0010 3.0502
H -3.5393 0.9066 1.2950
H -2.8448 2.3752 2.0255
H -2.1333 -1.4759 2.9014
H -0.6086 -1.7914 2.0459
H -2.1067 -1.5460 1.1315
H -0.9652 0.3316 4.3628
H -0.5834 1.9546 3.8122
H 1.1556 -0.5500 3.3115
H 1.5534 0.7672 4.4055
H 2.5677 3.0034 3.7250
H 1.1270 3.6484 2.9021
H 2.7011 3.6716 2.0899
H 3.9771 0.7689 2.7798
H 3.9458 1.2930 1.0846
H 3.3424 -0.3196 1.5273
S -1.2957 2.9158 -0.4230
C -2.1757 1.5565 -1.0445
N -1.5354 0.4278 -0.8731
C -2.2274 -0.6638 -1.4324
C -1.8572 -2.0073 -1.4704
C -2.7117 -2.8993 -2.0877
C -3.9159 -2.4756 -2.6709
C -4.2868 -1.1489 -2.6451
C -3.4273 -0.2485 -2.0176
S -3.6507 1.4687 -1.8504
H -0.9328 -2.3515 -1.0227
H -2.4485 -3.9488 -2.1224
H -4.5631 -3.1982 -3.1513
H -5.2137 -0.8187 -3.0989
*
```

Properties
orbital gap: 5.824 eV

Entry 2:
DFT (ωB97M-V with the def2-TZVPD basis set) results for a molecular structure, C42H49IrN6O4 in a non-equilibrium geometry.

Geometry as ORCA input:
```
! wB97M-V def2-TZVPD RIJCOSX def2/J DEFGRID3
* xyz 1 2
Ir 0.0100 0.0216 -0.0835
C 2.0001 0.0797 -6.1736
C 2.9195 -0.0133 -4.9500
C 2.2858 0.5371 -3.7102
C 2.2996 1.8149 -3.2530
C 2.9961 3.0080 -3.8312
C 4.2591 3.3787 -3.0430
C 1.4458 1.8361 -2.0838
N 1.0371 0.5875 -1.7713
C 1.4327 -0.2096 -2.8065
C 0.8553 -1.4253 -3.0736
C -0.1476 -2.0297 -2.3269
C -0.7577 -3.2719 -2.6638
C -0.5323 -4.0333 -3.9348
C 0.7017 -4.9430 -3.8670
C -1.5036 -3.6595 -1.5832
C -1.3511 -2.6560 -0.5870
C -1.8370 -2.7542 0.7064
C -1.8165 -1.7532 1.6478
N -1.2956 -0.5191 1.4090
C -1.8258 0.2998 2.3519
C -1.7958 1.6722 2.2559
C -1.2901 2.4008 1.1969
N -0.6654 1.8976 0.0735
C -0.0471 2.9919 -0.5128
C 0.9394 2.9658 -1.4717
C -0.4677 4.1994 0.1366
C -1.2350 3.8339 1.1943
C -1.9008 4.7178 2.2034
C -3.4144 4.8265 1.9805
C -0.0314 5.5784 -0.2510
C 1.2917 5.9728 0.4173
C -2.5660 -0.4689 3.3325
C -2.5640 -1.7513 2.8902
C -3.2732 -2.9347 3.4714
C -4.6941 -3.0960 2.9185
C -3.2196 0.0958 4.5560
C -2.2120 0.3388 5.6871
N -0.5972 -1.5990 -1.0876
C -2.3168 -4.9096 -1.4384
C -3.8024 -4.6743 -1.7403
H 2.4894 -0.3298 -7.0574
H 1.7359 1.1174 -6.3807
H 1.0717 -0.4714 -6.0128
H 3.8420 0.5349 -5.1442
H 3.2095 -1.0531 -4.7837
H 2.3124 3.8595 -3.8540
H 3.2602 2.7959 -4.8673
H 4.0273 3.5795 -1.9952
H 4.7321 4.2663 -3.4629
H 4.9818 2.5622 -3.0694
H 1.1586 -1.9267 -3.9841
H -0.4333 -3.3351 -4.7678
H -1.4156 -4.6378 -4.1447
H 1.6040 -4.3685 -3.6474
H 0.8536 -5.4640 -4.8122
H 0.5859 -5.6940 -3.0830
H -2.3566 -3.6669 0.9694
H -2.2438 2.2349 3.0638
H 1.3214 3.9216 -1.8044
H -1.4551 5.7110 2.1479
H -1.6957 4.3462 3.2099
H -3.6286 5.2579 1.0018
H -3.8712 5.4621 2.7391
H -3.8957 3.8478 2.0222
H -0.8109 6.2872 0.0315
H 0.0635 5.6471 -1.3361
H 1.1896 5.9765 1.5031
H 1.6042 6.9677 0.0997
H 2.0857 5.2669 0.1662
H -3.3113 -2.8223 4.5555
H -2.6975 -3.8424 3.2774
H -5.3026 -2.2223 3.1547
H -5.1791 -3.9741 3.3452
H -4.6827 -3.2075 1.8325
H -3.9922 -0.5937 4.8968
H -3.7267 1.0305 4.3064
H -1.7359 -0.5961 5.9854
H -2.7055 0.7641 6.5609
H -1.4230 1.0251 5.3738
H -2.2073 -5.3050 -0.4264
H -1.9224 -5.6711 -2.1127
H -4.2212 -3.9184 -1.0739
H -4.3739 -5.5942 -1.6156
H -3.9377 -4.3259 -2.7649
C 1.1354 -4.1236 0.1900
C 1.7441 -2.9437 0.8561
N 1.4141 -1.6606 0.7925
C 2.3048 -1.0109 1.6144
C 3.1749 -1.8851 2.1775
N 2.8005 -3.0989 1.6849
C 4.3337 -1.8262 3.1136
O 4.6740 -0.6408 3.5659
O 4.8895 -2.8562 3.4017
C 2.2211 0.4260 1.7841
O 2.9702 1.0521 2.5216
O 1.2586 0.9979 1.1271
H 0.4090 -3.8243 -0.5556
H 0.6397 -4.7591 0.9265
H 1.9090 -4.7172 -0.2988
H 3.2851 -3.9510 1.9333
H 4.0829 0.0578 3.1876
*
```

Properties
orbital gap (alpha / beta): 5.699 / 5.125 eV

Entry 3:
DFT (ωB97M-V with the def2-TZVPD basis set) results for 9 unconnected molecules or ions with the total composition C22H54BF4N3O5 in a non-equilibrium geometry.

Geometry as ORCA input:
```
! wB97M-V def2-TZVPD RIJCOSX def2/J DEFGRID3
* xyz 0 1
C -1.4278 -6.2408 1.0061
C -1.0348 -4.7218 1.1051
C -0.5918 -4.3218 2.4471
N -0.2178 -2.8748 2.5391
C -1.4248 -2.0268 2.5011
C 0.7542 -2.5008 1.6011
C 1.4032 -1.2458 2.0751
C 1.5132 -1.4788 3.5321
C 0.3872 -2.5598 3.8591
H -1.6868 -6.5018 0.0221
H -2.1758 -6.6858 1.6511
H -0.5628 -6.7938 1.2931
H -1.9228 -4.1708 0.9611
H -0.3218 -4.5548 0.3431
H 0.3452 -4.8128 2.8061
H -1.2298 -4.6308 3.4071
H -1.1558 -0.9108 2.4971
H -2.1548 -2.3188 3.2081
H -1.9678 -2.1028 1.6791
H 0.4812 -2.2688 0.6091
H 1.5822 -3.0928 1.6491
H 0.6672 -0.5378 1.7171
H 2.2982 -1.0248 1.6691
H 1.3192 -0.5268 4.2741
H 2.5292 -1.9288 3.9061
H -0.3258 -2.2028 4.6981
H 0.9812 -3.3118 4.2221
B 0.1162 0.6812 -1.2129
F 0.1902 1.7032 -2.0889
F -1.2078 0.3292 -0.9969
F 0.8812 -0.4458 -1.5689
F 0.7072 1.1702 -0.0069
C 2.8392 3.6392 -3.2219
C 2.3812 4.6552 -4.3339
N 2.0432 5.4802 -5.1019
H 3.7792 3.7422 -2.5209
H 1.8852 3.6172 -2.7539
H 3.0792 2.6372 -3.6549
C 3.4432 1.8892 2.4261
C 4.1792 0.6642 2.9711
N 4.7132 -0.2898 3.4291
H 2.5652 1.4342 1.6271
H 3.4332 2.2782 3.3751
H 4.0332 2.1932 1.7761
C 0.3242 4.9002 0.5531
C -0.7108 4.6432 -0.5649
O -1.8448 5.2982 -0.3049
H 0.6742 5.8472 0.8291
H 1.4082 4.4132 0.4381
H -0.0498 4.6122 1.5401
H -1.0998 3.5192 -0.5319
H -0.2548 4.7752 -1.5509
H -2.5228 5.1532 -0.9069
C -3.7328 1.5402 2.8671
C -3.1398 1.6452 1.5231
O -1.6988 1.4862 1.7071
H -3.0158 2.2622 3.6181
H -3.5848 0.6752 3.3371
H -4.5848 1.9532 3.0171
H -3.2958 2.4462 1.0911
H -3.2958 0.8312 0.8681
H -1.3288 1.5202 0.9281
C -3.9128 2.4352 -5.0149
C -3.0608 1.9762 -3.8629
O -1.7268 2.3182 -4.1189
H -3.7528 3.5222 -4.8799
H -4.9908 2.2922 -4.8349
H -3.5988 2.0352 -5.9649
H -3.1758 0.9992 -3.7749
H -3.4598 2.4442 -2.8569
H -1.1928 2.2222 -3.2929
C 5.3752 0.2712 -0.4639
C 3.9372 0.2162 -1.0309
O 3.3932 -1.0918 -0.8619
H 5.8382 1.2522 -0.4709
H 6.0112 -0.5258 -1.1049
H 5.4332 -0.2888 0.5781
H 3.7432 0.6602 -1.9949
H 3.2732 0.9332 -0.4299
H 2.4382 -1.0068 -0.9809
C -1.9928 -3.8828 -2.8489
C -1.1928 -2.5988 -2.4069
O -1.8548 -2.0878 -1.2999
H -1.6048 -4.2538 -3.7189
H -2.9688 -3.5998 -3.3679
H -1.8338 -4.9158 -2.3799
H -1.0688 -1.8198 -3.1349
H -0.0848 -2.7868 -2.2929
H -1.3368 -1.2708 -1.0669
*
```

Properties
orbital gap: 9.373 eV

Entry 4:
DFT (ωB97M-V with the def2-TZVPD basis set) results for a molecular structure, C38H40Br2N6O2S2V in a non-equilibrium geometry.

Geometry as ORCA input:
```
! wB97M-V def2-TZVPD RIJCOSX def2/J DEFGRID3
* xyz 2 2
V -14.5871 3.4357 13.6133
C -15.1315 9.1229 9.1374
C -13.9235 8.4032 9.7673
C -13.6770 7.1337 8.9600
C -12.5957 9.2289 9.6869
C -14.1473 8.1229 11.3005
C -14.0385 9.1862 12.2554
C -14.3065 8.9362 13.5947
C -14.7320 7.6690 13.9904
S -15.3249 7.3647 15.6049
C -15.4974 5.6616 15.1084
N -15.1720 5.4270 13.8101
C -14.7960 6.5797 13.1141
C -14.5760 6.8509 11.7380
C -15.3391 4.4894 16.0135
C -15.8015 4.5051 17.3529
C -15.5397 3.3825 18.1756
C -14.6194 2.4093 17.7461
C -14.2038 2.3661 16.4301
C -14.6349 3.3372 15.5049
H -14.9192 9.3530 8.0791
H -15.4020 10.0804 9.5803
H -16.0481 8.4923 9.1202
H -13.4628 7.4021 7.9145
H -14.5436 6.4283 8.9348
H -12.8371 6.5718 9.3262
H -12.3109 9.4174 8.6499
H -11.7514 8.6230 10.0765
H -12.6322 10.1855 10.1833
H -13.7464 10.2124 12.0026
H -14.0713 9.6000 14.4510
H -14.6702 6.0355 11.0499
H -16.3213 5.4127 17.6933
H -16.0206 3.2483 19.1847
H -14.2787 1.5995 18.3925
H -13.5291 1.5789 16.1656
Br -17.9009 4.9163 8.7039
C -17.6972 3.4083 9.7001
C -18.2643 2.1870 9.3104
C -18.1993 1.0232 10.1144
Br -19.1153 -0.5785 9.6301
C -17.4867 0.9538 11.3294
C -17.3143 -0.1928 12.1351
C -16.4628 -0.1807 13.2197
C -15.8774 1.0248 13.5598
N -15.9896 2.1508 12.8034
C -16.7974 2.1518 11.6980
C -16.7240 3.3596 10.8287
O -15.7930 4.1639 11.0518
H -18.7626 2.0639 8.3582
H -17.7859 -1.1147 11.8482
H -16.0810 -1.0821 13.7779
H -15.3697 1.1238 14.5261
C -21.9893 3.3011 16.4712
N -20.5150 3.4917 16.5331
C -19.8371 2.8868 17.6354
C -19.7473 3.9195 15.4667
O -18.6341 3.4825 15.2057
N -20.2156 5.0415 14.8832
C -21.1429 5.9882 15.5480
C -19.7701 5.4336 13.5897
H -22.3287 2.4015 17.0071
H -22.2749 3.1768 15.4079
H -22.4178 4.1940 16.9995
H -20.5409 2.6060 18.4310
H -19.0750 3.5792 18.0174
H -19.2575 2.0365 17.2962
H -20.9362 6.1357 16.6229
H -22.1774 5.6935 15.3773
H -20.9469 6.9438 14.9758
H -19.7904 4.5543 12.9124
H -18.7787 5.9175 13.5793
H -20.4648 6.1672 13.2349
N -11.8469 0.9459 13.9233
C -11.5628 2.2081 13.5442
S -12.6073 3.0996 12.4491
N -10.4944 2.7679 14.1100
C -10.1141 4.1836 14.0210
C -9.3137 4.6426 12.9484
C -9.1664 6.0083 12.7446
C -9.8151 6.9143 13.5555
C -10.5413 6.4817 14.6627
C -10.6454 5.1028 14.9386
H -12.6699 0.4632 13.5548
H -11.4453 0.5468 14.7428
H -10.0038 2.2297 14.8425
H -8.9488 3.9460 12.1963
H -8.4430 6.2687 11.9645
H -9.6872 8.0050 13.3328
H -11.0159 7.1888 15.3516
H -11.1892 4.7573 15.8189
*
```

Properties
orbital gap (alpha / beta): 3.875 / 3.907 eV

Entry 5:
DFT (ωB97M-V with the def2-TZVPD basis set) results for 2 unconnected molecules or ions with the total composition C25H45ClF3N4O2 in a non-equilibrium geometry.

Geometry as ORCA input:
```
! wB97M-V def2-TZVPD RIJCOSX def2/J DEFGRID3
* xyz 1 1
C 7.4204 -3.7872 -0.7774
C 7.0478 -2.7633 -1.3100
N 6.7308 -1.5313 -1.9862
Cl 7.0431 -1.2787 -3.6443
C 6.1440 -0.5843 -1.2542
N 5.8980 -0.9490 0.1204
C 4.8406 0.0019 0.6093
C 5.3082 1.2634 -0.2404
C 4.4883 2.6170 -0.1474
C 3.3476 2.7921 -1.2374
C 2.3083 1.5805 -1.2995
C 1.0800 1.8504 -0.2952
C -0.3427 1.4947 -0.9252
C -1.3186 2.7589 -1.0942
C -2.3334 2.9896 0.1240
C -3.7104 2.1538 0.0206
C -3.8862 1.0163 1.1367
C -4.6976 -0.2627 0.6511
C -4.0500 -1.0158 -0.5901
C -5.0933 -1.7890 -1.5092
C -6.1816 -0.8380 -2.1721
C -7.5654 -1.5644 -2.4892
C -7.4004 -2.8954 -3.3460
N 5.6627 0.7155 -1.5991
C 6.6073 1.6560 -2.2583
N 7.9855 1.6371 -1.7001
H 7.7973 -4.8445 -0.7052
H 6.6914 -0.9288 0.7679
H 3.7708 -0.3360 0.5382
H 5.0838 0.3420 1.6676
H 6.3065 1.4959 0.2709
H 4.0454 2.6496 0.9033
H 5.2434 3.4665 -0.2084
H 2.7690 3.7294 -0.9475
H 3.7940 2.9939 -2.2572
H 1.8577 1.6058 -2.3423
H 2.7944 0.5691 -1.1157
H 1.0617 2.9288 0.0745
H 1.2462 1.1825 0.6126
H -0.8620 0.7882 -0.2013
H -0.2436 1.0207 -1.9527
H -0.6532 3.6837 -1.1428
H -1.8430 2.7219 -2.1058
H -1.8018 2.8510 1.1146
H -2.6265 4.0917 0.0851
H -3.8694 1.7737 -1.0335
H -4.5522 2.9004 0.2054
H -4.4883 1.4732 1.9925
H -2.9066 0.6727 1.6081
H -4.6865 -0.9974 1.5248
H -5.7885 0.0164 0.5083
H -3.4883 -0.2928 -1.2598
H -3.3044 -1.7610 -0.1551
H -4.4936 -2.2309 -2.3756
H -5.5421 -2.6816 -0.9692
H -5.7635 -0.3844 -3.1315
H -6.4192 0.0422 -1.5001
H -8.1923 -0.8176 -3.0631
H -8.1210 -1.8094 -1.5286
H -6.9211 -3.6745 -2.6696
H -8.4327 -3.2014 -3.6889
H -6.7573 -2.7569 -4.2683
H 6.6761 1.3486 -3.3509
H 6.2257 2.7242 -2.2735
H 8.6400 1.2901 -2.4207
H 8.2527 2.6321 -1.6173
C -1.1011 -3.8543 5.6795
C -1.4458 -2.3973 5.9095
O -0.8163 -1.5618 4.9209
C -1.4320 -1.4932 3.7311
O -2.4425 -2.0753 3.4521
C -0.6845 -0.5373 2.8014
F 0.6519 -0.7344 2.8162
F -0.8778 0.7523 3.1439
F -1.0714 -0.6560 1.5202
H -0.0175 -3.9915 5.6480
H -1.5124 -4.4769 6.4757
H -1.4955 -4.2084 4.7255
H -1.0612 -2.0767 6.8789
H -2.5257 -2.2342 5.9210
*
```

Properties
orbital gap: 7.710 eV

Entry 6:
DFT (ωB97M-V with the def2-TZVPD basis set) results for a gas-phase ion, C18H32N3O2 (charge +1).

Geometry as ORCA input:
```
! wB97M-V def2-TZVPD RIJCOSX def2/J DEFGRID3
* xyz 1 1
C -0.1453 1.9766 -3.3154
C -0.1846 0.5076 -2.9042
N -0.9973 0.3293 -1.7079
C -0.4910 0.4573 -0.4808
O 0.7013 0.7527 -0.3241
C -1.4057 0.1703 0.6946
C -2.8598 0.5971 0.4656
C -3.6964 0.2397 1.6975
C -3.6503 -1.2722 1.9161
C -2.2044 -1.7062 2.1486
C -1.6518 -0.9943 3.3824
C -1.7034 0.5168 3.1610
C -3.1477 0.9544 2.9298
C -0.8630 0.8830 1.9403
C -1.3578 -1.3522 0.9254
C 1.1677 -0.1522 -2.6075
O 1.2208 -1.3185 -2.2681
N 2.2783 0.5985 -2.7668
C 3.5811 0.0671 -2.4521
C 4.0093 0.3730 -1.0102
N 3.1321 -0.2304 0.0185
C 3.1591 -1.7016 -0.0016
C 3.4838 0.2846 1.3498
H -1.1598 2.3223 -3.5008
H 0.2756 2.5896 -2.5209
H 0.4234 2.1076 -4.2323
H -0.6453 -0.0886 -3.6993
H -1.9727 0.1090 -1.8268
H -3.2936 0.0807 -0.3945
H -2.9068 1.6729 0.2807
H -4.7308 0.5524 1.5237
H -4.2588 -1.5390 2.7810
H -4.0620 -1.7909 1.0475
H -2.1665 -2.7895 2.3013
H -2.2458 -1.2600 4.2577
H -0.6232 -1.3118 3.5704
H -1.3002 1.0303 4.0396
H -3.7556 0.7076 3.8012
H -3.1923 2.0360 2.7868
H -0.8852 1.9631 1.7791
H 0.1774 0.5937 2.1028
H -1.7345 -1.8750 0.0435
H -0.3238 -1.6700 1.0819
H 2.1986 1.5781 -2.9811
H 4.3202 0.5061 -3.1251
H 3.5474 -1.0103 -2.6281
H 3.9957 1.4554 -0.8622
H 5.0289 0.0106 -0.8561
H 2.1368 0.0825 -0.1768
H 2.6494 -2.0674 -0.8925
H 2.6316 -2.0877 0.8674
H 4.1866 -2.0609 0.0213
H 2.8134 -0.1334 2.0974
H 3.3859 1.3679 1.3719
H 4.5079 0.0103 1.6012
*
```

Properties
orbital gap: 10.549 eV
SMILES string: C[C@H](NC(=O)[C@]12C[C@H]3C[C@H](C[C@H](C3)C1)C2)C(=O)NCC[NH+](C)C